Density functional theory data (ωB97M-V with the def2-TZVPD basis set) for a single C3H6N2S2 molecule in a non-equilibrium geometry.

Results
Energy above the lowest of the compared OMol25 structures with the same formula, charge and spin ... 0.0 kcal per mole
M ... 134.2 g mol⁻¹
HOMO level (alpha / beta) ... -7.583 / -8.465 eV
Spin multiplicity ... 3
Frontier orbital gap (alpha / beta) ... 8.2913 / 6.2536 eV

Each atom is followed by the atoms it is bonded to, with distances in Å.
Element x y z (Å)
1 C -0.322 -0.910 0.158  C3 1.478, N5 1.557, H8 1.090
2 C 1.911 0.281 -0.169  N4 1.328, N5 1.438, S7 1.662
3 C -1.792 -0.756 0.173  C1 1.478, H9 1.027, H10 1.213, H11 1.027
4 N 2.569 1.414 -0.380  C2 1.328, H12 0.957, H13 0.976
5 N 0.476 0.374 -0.215  C1 1.557, C2 1.438, S6 1.648
6 S -0.209 1.873 -0.181  N5 1.648
7 S 2.854 -1.064 0.085  C2 1.662
8 H 0.341 -1.774 0.209  C1 1.090
9 H -2.053 0.149 -0.237  C3 1.027
10 H -2.270 -0.860 1.283  C3 1.213
11 H -2.076 -1.519 -0.453  C3 1.027
12 H 2.127 2.204 -0.692  N4 0.957
13 H 3.407 1.506 0.111  N4 0.976